No. 1
{
  "formula": "C9H36FeN18O13P",
  "method": "ωB97M-V/def2-TZVPD",
  "symbols": ["Fe", "P", "O", "O", "O", "O", "O", "O", "O", "O", "O", "O", "O", "O", "O", "N", "N", "N", "N", "N", "N", "N", "N", "N", "N", "N", "N", "N", "N", "N", "N", "N", "N", "C", "C", "C", "C", "C", "C", "C", "C", "C", "H", "H", "H", "H", "H", "H", "H", "H", "H", "H", "H", "H", "H", "H", "H", "H", "H", "H", "H", "H", "H", "H", "H", "H", "H", "H", "H", "H", "H", "H", "H", "H", "H", "H", "H", "H"],
  "positions_angstrom": [[-1.54051, 0.34006, 2.03024], [-0.05503, -0.06299, 0.24865], [-3.29854, -5.05119, 1.42458], [0.74709, 3.10958, 5.49445], [4.70696, -2.39420, -2.01710], [0.69612, -0.47899, -1.04711], [-1.62692, -3.61939, -3.61243], [3.24812, -3.72368, 2.36183], [-1.44930, 0.52448, 0.09706], [3.21489, 3.87134, -0.81708], [-2.10315, 2.25391, 2.41507], [-4.84088, 0.11862, -2.80987], [-0.21224, 2.04765, -4.78017], [-0.63094, -1.21613, 1.07863], [0.40029, 0.87287, 1.41787], [-1.33174, -4.09552, 1.34965], [-0.92885, 1.61942, -2.75129], [-3.05740, -2.95537, 0.83448], [1.36942, -3.15620, 1.34038], [1.19186, 3.18666, 0.06184], [2.39074, -1.67843, 2.39945], [2.75578, 1.80242, 0.06047], [-3.53408, 1.08958, -1.32244], [0.73089, 1.46464, 4.05043], [-1.88917, 3.80951, 0.78894], [0.92015, 0.79853, -3.34836], [-1.61440, 4.48479, 2.71840], [1.88540, 3.21456, 3.62528], [2.53176, -2.41540, -1.57299], [-3.25819, -0.96920, -1.75814], [-0.34969, -1.81276, -3.29588], [-0.73274, -3.07441, -1.69360], [3.52235, -0.55115, -2.01667], [2.44786, -2.91469, 1.97449], [-2.63814, -4.07958, 1.25706], [2.45250, 3.02785, -0.27576], [-1.82244, 3.43538, 2.01708], [3.66141, -1.83426, -1.82746], [1.16597, 2.63005, 4.46365], [-3.97758, 0.10825, -1.97658], [-0.08553, 1.57257, -3.69430], [-0.98837, -2.84479, -2.93525], [0.39122, 0.78661, 4.71751], [-1.85569, 4.80570, 0.62589], [-1.09630, -3.91022, -1.25845], [1.75833, -1.78121, -1.43261], [3.06140, -1.42372, 3.11039], [-2.52469, -1.03119, -1.06660], [0.82543, -2.33049, 1.13449], [0.15044, -1.27741, -2.60064], [-1.88602, 1.79084, -3.02432], [2.02199, 2.96188, 2.65699], [-1.30201, 5.41166, 2.46656], [2.07968, 4.13101, 4.00274], [2.48091, -3.32303, -1.13285], [1.73574, -1.02534, 1.99378], [-1.46888, 4.27495, 3.69559], [-0.79248, -4.91621, 1.58579], [-1.92028, 3.12845, 0.04376], [2.05182, 1.15574, 0.38657], [-0.73148, -3.31005, 1.14271], [-3.95557, 1.99784, -1.45474], [0.64121, 4.00109, -0.16967], [3.67591, 1.54833, -0.26953], [2.58553, -0.18046, -1.94556], [0.98770, 0.34011, -2.45093], [1.03953, 1.19757, 3.12657], [-4.03433, -2.70505, 0.77924], [0.73036, 2.42144, 0.53253], [-2.31662, -2.26884, 0.82902], [-0.66072, 1.05130, -1.96044], [-2.67321, 0.89635, -0.83085], [-3.68923, -1.73773, -2.25177], [4.38223, -0.08669, -2.27159], [-0.57311, -1.37960, -4.18050], [1.57097, 0.75935, -4.11973], [-0.18830, -2.46890, -1.09608], [1.42497, -3.95825, 0.72905]],
  "forces_ev_per_angstrom": [[-1.8115, -0.3559, 3.0948], [-1.3680, -1.1534, 0.0526], [-2.6684, -3.5288, 1.0813], [0.1134, 1.6290, 2.4986], [2.6544, -1.4024, 0.1414], [-0.5293, 1.4444, 2.7917], [-1.4958, -0.7616, -1.5118], [2.1596, -1.6440, 0.1611], [-1.5794, 3.0041, -4.2423], [-1.1470, -1.3310, 0.9110], [0.8743, 3.0239, 0.1029], [-2.9519, 0.2555, -1.9244], [-0.2961, 1.7206, -3.2818], [2.3129, -4.0940, 0.2947], [3.0377, 0.2541, -1.2425], [4.9625, -0.6546, 0.4356], [-4.3296, 1.1565, 3.9951], [-1.7676, 4.8684, -1.4795], [-3.1616, -2.5620, -3.8182], [-3.3147, 2.4991, 0.3702], [1.5936, 3.7370, 1.6382], [3.4496, -2.3069, -0.0041], [0.5590, 5.5706, 2.5205], [-0.2574, -2.9153, -0.5361], [-0.2040, -0.0417, -4.9529], [3.5660, -0.5542, -1.6091], [1.0891, 2.4495, 6.4576], [4.4520, 4.9388, -3.3641], [-3.3269, -2.2340, 1.1323], [0.4626, -3.3263, -0.2640], [2.1704, 5.0955, -3.4898], [0.2616, -2.3375, 5.9244], [0.1792, 3.2702, -0.3303], [1.2800, -0.1268, 2.6451], [0.6180, -1.8447, -0.1516], [1.1436, 2.6499, -1.6153], [-1.6880, -4.0674, -0.4128], [1.2476, -1.0162, -0.8978], [-4.2607, -3.2384, 2.6650], [-0.1509, -1.9721, -1.8281], [1.6222, -1.0803, -1.2939], [-0.9624, -2.7810, -0.6559], [-0.1741, 0.2243, -0.3953], [0.0372, -0.5499, -0.6865], [-0.0571, 0.2014, -0.1262], [-0.0649, -0.6076, 0.4192], [-0.2769, 0.3770, -0.3226], [-0.2889, -0.3023, -0.1654], [-0.8573, -0.4386, -0.5055], [-0.4679, -0.0435, -0.5758], [0.0446, -0.1250, 0.6115], [0.0640, 0.0882, 0.2282], [-0.0144, -0.6097, -0.5704], [0.4644, 0.2815, -1.0210], [0.2986, 0.2527, -0.4112], [0.2702, 0.2413, 0.6283], [-0.0355, 0.2424, 0.2652], [-0.7581, -0.0168, 0.1254], [-0.1048, 0.1068, -0.0864], [0.5952, -0.0569, 0.0006], [-0.7433, 0.1096, 0.3571], [0.2245, -0.2550, 0.1450], [0.4913, -0.1738, -0.0586], [-0.2735, -0.7311, 0.3662], [0.8906, 0.7757, 0.0262], [0.1515, 0.2647, -0.3098], [-0.3970, -0.8183, 0.2219], [0.4324, -0.1215, 0.0903], [-0.3973, 0.0576, 0.1493], [-0.6794, 0.8831, -0.1817], [-1.2560, 0.2215, 0.1751], [0.2978, 0.8538, 0.7445], [0.8743, -0.5607, 0.3863], [-0.6892, 0.4248, -0.1151], [0.2139, -0.0344, 0.2108], [0.5226, -0.5172, 0.6714], [-0.3465, -0.0192, -0.2483], [-0.5287, 0.1389, -0.0504]],
  "lowdin_spin": [4.270, 0.037, 0.003, 0.003, 0.000, 0.013, 0.000, 0.001, 0.094, 0.000, 0.166, 0.001, 0.000, 0.151, 0.065, 0.002, 0.002, 0.014, 0.003, 0.002, 0.003, 0.003, 0.003, 0.019, 0.006, 0.001, 0.009, 0.002, 0.000, 0.001, 0.000, 0.001, 0.000, 0.002, 0.006, 0.001, 0.031, 0.000, 0.005, 0.002, 0.000, 0.000, 0.025, 0.002, 0.000, 0.000, 0.000, 0.001, 0.002, 0.000, 0.000, 0.000, 0.004, 0.001, 0.000, 0.001, 0.001, 0.000, 0.001, 0.002, 0.001, 0.000, 0.001, 0.000, 0.000, 0.001, 0.004, 0.005, 0.001, 0.016, 0.002, 0.001, 0.000, 0.000, 0.000, 0.000, 0.001, 0.000],
  "e_tot_ev": -107042.4327,
  "multiplicity": 6,
  "total_charge": -2,
  "fmax_ev_per_a": 7.45,
  "s2": 8.758,
  "de_lowest_kcal_mol": 0.00,
  "orbital_gap_ev": [3.52, 7.31],
  "lumo_ev": [3.52, 3.42],
  "homo_ev": [0.01, -3.89]
}



No. 2
{
  "formula": "C9H36O9",
  "method": "ωB97M-V/def2-TZVPD",
  "symbols": ["O", "O", "O", "O", "O", "O", "O", "O", "O", "C", "C", "C", "C", "C", "C", "C", "C", "C", "H", "H", "H", "H", "H", "H", "H", "H", "H", "H", "H", "H", "H", "H", "H", "H", "H", "H", "H", "H", "H", "H", "H", "H", "H", "H", "H", "H", "H", "H", "H", "H", "H", "H", "H", "H"],
  "positions_angstrom": [[10.03999, 8.19587, -5.25260], [7.91026, 12.85856, -2.53012], [2.55546, 10.82802, -6.79340], [5.80933, 11.72394, -4.08311], [5.66392, 9.85589, -8.93942], [4.79659, 15.31328, -3.66390], [6.65687, 7.19717, -2.46890], [4.16527, 13.40717, -5.96640], [8.13474, 9.05312, -0.82908], [3.62931, 14.72792, -3.12100], [5.70915, 10.38687, -3.63595], [5.67521, 6.32779, -1.88662], [5.36233, 9.58940, -7.59028], [5.34314, 13.45092, -6.80223], [7.59205, 13.71930, -1.47433], [2.11088, 11.08154, -8.09366], [9.15001, 9.22399, -5.67725], [9.38591, 9.40381, -1.40663], [9.23740, 9.70378, -2.44696], [7.07570, 12.53894, -2.91544], [4.73349, 6.48389, -2.41968], [5.41044, 9.14037, -9.52090], [5.15964, 15.94439, -3.04502], [7.66366, 8.52649, -1.49315], [8.18338, 9.17554, -5.17972], [2.76137, 14.94874, -3.75060], [3.03541, 11.60808, -6.48798], [6.95984, 14.59972, -1.65227], [5.12642, 10.48799, -7.03460], [5.51418, 6.68391, -0.86724], [1.68498, 12.08372, -8.23999], [4.82166, 10.16830, -3.02213], [6.48586, 10.12731, -2.91417], [5.69494, 9.70586, -4.49140], [5.04829, 11.91051, -4.64997], [8.50852, 14.20451, -1.11374], [4.49256, 8.92996, -7.50652], [5.38136, 14.47030, -7.19363], [3.66582, 13.63547, -3.01607], [6.15033, 9.01536, -7.09011], [9.59942, 10.20398, -5.50825], [4.18307, 14.09569, -5.29598], [5.11151, 12.89119, -7.70823], [9.82088, 10.19862, -0.80632], [5.99422, 5.28881, -1.89723], [1.26494, 10.43406, -8.35555], [7.32386, 6.71475, -2.96271], [7.20171, 13.17272, -0.60932], [10.09370, 8.56585, -1.41352], [3.46899, 15.05619, -2.08970], [6.21887, 13.11058, -6.26152], [8.93635, 9.04459, -6.73687], [10.85182, 8.24811, -5.75817], [2.84681, 10.91172, -8.89139]],
  "forces_ev_per_angstrom": [[-0.4785, -0.2507, 0.7203], [-0.5326, 0.2645, -0.3251], [0.1014, 0.0666, 0.2603], [-0.0791, -0.0190, 0.2781], [0.3514, 0.8930, -0.1952], [0.0293, -0.4328, -0.4227], [0.0848, 0.1188, -0.0528], [-0.1015, -1.0384, -0.1594], [0.0862, -0.0352, -0.1722], [-0.5495, -0.2586, 0.8690], [-0.5297, -0.8556, 0.4906], [0.0444, 0.8394, -0.0812], [-0.4642, -1.5702, 0.2108], [-1.3630, 1.0558, -0.2812], [0.7660, 0.5020, 1.2509], [-0.9615, 0.1483, -1.2305], [0.3955, -0.2332, -0.8377], [-0.1712, -0.3230, -0.0758], [0.2344, 0.3498, 0.0639], [0.2846, 0.1109, -0.1512], [0.0599, -0.3785, -0.0642], [-0.1128, -0.2544, 0.2047], [0.0784, 0.0634, 0.0659], [-0.0929, -0.1021, 0.3356], [0.2519, -0.2564, 0.4592], [0.0302, 0.2150, 0.1896], [-0.0328, 0.1026, 0.0660], [-0.4051, -0.4316, -0.6567], [0.2074, 0.2625, -0.1897], [0.1130, -0.2861, 0.0412], [0.3470, 0.0897, 0.2573], [-0.2935, 0.3977, -0.4124], [0.5401, 0.3314, -0.5390], [0.2202, -0.1521, 0.1834], [0.0527, 0.2550, 0.0548], [0.1454, -0.3826, -0.1665], [-0.2058, 0.2635, -0.0090], [0.7819, 0.0953, 0.3017], [0.5491, 0.0792, -0.4018], [0.3407, 0.3641, -0.0212], [-0.2103, 0.1046, -0.1258], [0.4557, 0.1832, -0.1318], [0.1864, -0.5960, 0.3153], [-0.0469, 0.1730, -0.1760], [-0.1166, -0.0343, 0.0322], [0.2015, -0.2388, 0.4286], [-0.1287, -0.2096, -0.0111], [-0.2217, 0.0094, -0.0462], [-0.0766, -0.0608, 0.0920], [-0.2663, 0.2766, -0.2190], [0.2202, 0.0693, -0.1914], [-0.0306, 0.5065, -0.0572], [0.0124, 0.1394, -0.1097], [0.2997, 0.0696, 0.3423]],
  "lowdin_charge": [-0.132, -0.113, -0.122, -0.136, -0.110, -0.117, -0.146, -0.153, -0.143, -0.161, -0.134, -0.113, -0.172, -0.098, -0.188, -0.185, -0.155, -0.156, 0.066, 0.034, 0.078, 0.075, 0.077, 0.017, 0.057, 0.086, 0.039, 0.060, 0.050, 0.084, 0.081, 0.089, 0.068, 0.072, 0.053, 0.076, 0.084, 0.087, 0.079, 0.066, 0.083, 0.031, 0.079, 0.076, 0.081, 0.077, 0.088, 0.078, 0.073, 0.087, 0.082, 0.076, 0.070, 0.072],
  "e_tot_ev": -28340.0870,
  "fmax_ev_per_a": 1.75,
  "de_lowest_kcal_mol": 120.35,
  "orbital_gap_ev": 10.12,
  "lumo_ev": 0.61,
  "homo_ev": -9.51
}